{"formula": "C15H36B3ClFN5O9", "method": "the ωB97M-V functional and the def2-TZVPD basis", "elements": ["O", "B", "O", "B", "F", "O", "B", "Cl", "O", "H", "C", "O", "N", "C", "C", "H", "H", "H", "H", "H", "H", "H", "C", "O", "N", "C", "C", "H", "H", "H", "H", "H", "H", "H", "C", "O", "N", "C", "C", "H", "H", "H", "H", "H", "H", "H", "C", "O", "N", "C", "C", "H", "H", "H", "H", "H", "H", "H", "C", "O", "N", "C", "C", "H", "H", "H", "H", "H", "H", "H"], "coordinates": [[0.713, 2.059, 4.109], [1.565, 1.362, 3.324], [2.360, 1.991, 2.366], [3.090, 1.165, 1.554], [4.220, 1.570, 1.017], [2.624, -0.121, 1.365], [2.500, -0.680, 2.624], [3.363, -2.126, 3.054], [1.722, -0.010, 3.526], [0.126, 2.646, 3.611], [-0.173, -0.617, 0.038], [-0.667, 0.469, 0.308], [-0.648, -1.476, -0.869], [-0.009, -2.754, -1.137], [-1.849, -1.127, -1.615], [0.728, -0.977, 0.552], [0.308, -2.805, -2.180], [-0.700, -3.569, -0.938], [0.865, -2.870, -0.498], [-1.684, -0.203, -2.172], [-2.685, -0.966, -0.936], [-2.096, -1.929, -2.299], [5.880, 1.153, -4.158], [5.150, 0.183, -4.133], [6.135, 1.942, -3.097], [7.014, 3.088, -3.183], [5.501, 1.624, -1.827], [6.406, 1.477, -5.074], [7.860, 2.982, -2.500], [6.481, 4.007, -2.931], [7.396, 3.176, -4.198], [5.785, 0.624, -1.497], [4.417, 1.645, -1.929], [5.809, 2.352, -1.083], [1.430, 5.068, 4.132], [0.411, 5.265, 3.495], [1.626, 5.482, 5.396], [2.851, 5.205, 6.113], [0.564, 6.226, 6.052], [2.285, 4.510, 3.718], [2.650, 4.615, 7.010], [3.347, 6.131, 6.411], [3.524, 4.640, 5.472], [-0.348, 5.631, 6.098], [0.339, 7.139, 5.501], [0.882, 6.480, 7.060], [-1.879, -5.571, 0.628], [-1.103, -5.701, -0.301], [-3.174, -5.928, 0.588], [-4.060, -5.751, 1.719], [-3.690, -6.506, -0.642], [-1.578, -5.135, 1.596], [-4.467, -6.710, 2.047], [-4.890, -5.091, 1.461], [-3.508, -5.307, 2.545], [-3.149, -7.418, -0.893], [-3.573, -5.806, -1.470], [-4.745, -6.735, -0.508], [-5.207, -1.963, -3.734], [-4.314, -2.053, -2.911], [-5.578, -0.809, -4.314], [-6.645, -0.740, -5.289], [-4.871, 0.406, -3.938], [-5.792, -2.833, -4.076], [-6.274, -0.361, -6.243], [-7.445, -0.083, -4.943], [-7.056, -1.735, -5.447], [-3.809, 0.316, -4.163], [-4.971, 0.593, -2.869], [-5.289, 1.243, -4.493]], "nbo_charge": [-0.9072, 1.3170, -0.9050, 1.3695, -0.4694, -0.8938, 0.9976, -0.1512, -0.8833, 0.5265, 0.5231, -0.6607, -0.4195, -0.4056, -0.4155, 0.1055, 0.1944, 0.2234, 0.2061, 0.2020, 0.2131, 0.2266, 0.5285, -0.6196, -0.4315, -0.3974, -0.4152, 0.1013, 0.1940, 0.1949, 0.2089, 0.2160, 0.2150, 0.2042, 0.5316, -0.6422, -0.4281, -0.3972, -0.4151, 0.1179, 0.1971, 0.1938, 0.2119, 0.2151, 0.2139, 0.2008, 0.5301, -0.6328, -0.4254, -0.3983, -0.4167, 0.1091, 0.1946, 0.1982, 0.2120, 0.2137, 0.2201, 0.2005, 0.5337, -0.6388, -0.4251, -0.3984, -0.4170, 0.1066, 0.1974, 0.1968, 0.2103, 0.2161, 0.2180, 0.2033], "homo_energy_ha": -0.316, "orbital_gap_ev": 9.1, "e_tot_ha": -2179.1526}



{"formula": "C25H63NO14", "method": "the ωB97M-V functional and the def2-TZVPD basis", "elements": ["C", "C", "O", "O", "C", "C", "C", "N", "C", "O", "O", "C", "O", "C", "C", "O", "H", "H", "H", "H", "H", "H", "H", "H", "H", "H", "H", "H", "H", "H", "H", "C", "C", "O", "H", "H", "H", "H", "H", "H", "C", "C", "O", "H", "H", "H", "H", "H", "H", "C", "C", "O", "H", "H", "H", "H", "H", "H", "C", "C", "O", "H", "H", "H", "H", "H", "H", "C", "C", "O", "H", "H", "H", "H", "H", "H", "C", "C", "O", "H", "H", "H", "H", "H", "H", "C", "C", "O", "H", "H", "H", "H", "H", "H", "C", "C", "O", "H", "H", "H", "H", "H", "H"], "coordinates": [[-0.332, -5.437, -5.198], [-0.253, -5.078, -3.742], [-0.944, -5.566, -2.909], [0.589, -4.088, -3.366], [1.781, -3.837, -4.126], [2.864, -4.889, -3.898], [3.535, -4.848, -2.511], [2.630, -4.600, -1.391], [2.438, -3.300, -1.020], [3.060, -2.342, -1.400], [1.397, -3.211, -0.137], [1.304, -1.984, 0.533], [2.402, -1.886, 1.434], [2.546, -0.710, 2.100], [2.265, 0.555, 1.339], [2.915, -0.720, 3.225], [-0.509, -4.531, -5.793], [0.628, -5.839, -5.545], [-1.120, -6.168, -5.364], [1.568, -3.716, -5.191], [2.147, -2.866, -3.775], [3.642, -4.704, -4.652], [2.477, -5.896, -4.099], [4.018, -5.817, -2.331], [4.330, -4.098, -2.493], [1.761, -5.122, -1.427], [1.281, -1.153, -0.181], [0.367, -2.009, 1.101], [1.183, 0.705, 1.230], [2.682, 0.540, 0.326], [2.672, 1.402, 1.895], [1.047, 4.169, 4.548], [2.077, 3.083, 4.311], [2.975, 3.410, 3.251], [0.470, 4.362, 3.644], [0.360, 3.882, 5.348], [1.529, 5.107, 4.837], [1.591, 2.154, 4.011], [2.647, 2.880, 5.223], [3.443, 4.216, 3.496], [-3.839, -5.289, -8.831], [-3.105, -5.583, -7.537], [-1.974, -6.426, -7.736], [-4.163, -6.217, -9.303], [-4.715, -4.665, -8.650], [-3.188, -4.765, -9.535], [-3.752, -6.115, -6.840], [-2.794, -4.648, -7.055], [-1.373, -5.978, -8.342], [-2.178, -1.371, -6.997], [-1.214, -1.545, -5.841], [0.009, -2.160, -6.249], [-2.395, -2.335, -7.460], [-3.115, -0.931, -6.655], [-1.753, -0.721, -7.766], [-1.641, -2.203, -5.088], [-1.006, -0.579, -5.368], [0.437, -1.602, -6.907], [-3.530, -1.838, -0.728], [-3.486, -2.634, -2.018], [-3.049, -1.842, -3.125], [-4.197, -0.981, -0.833], [-3.888, -2.462, 0.093], [-2.543, -1.454, -0.461], [-4.483, -2.986, -2.280], [-2.835, -3.508, -1.916], [-2.155, -1.545, -2.920], [-3.223, 6.343, 3.847], [-1.743, 6.582, 3.613], [-1.217, 5.725, 2.601], [-3.399, 5.303, 4.127], [-3.600, 6.989, 4.642], [-3.799, 6.546, 2.941], [-1.173, 6.369, 4.515], [-1.561, 7.628, 3.347], [-1.686, 5.901, 1.778], [-3.661, 0.908, 3.030], [-2.629, -0.105, 2.575], [-1.905, 0.346, 1.431], [-4.361, 1.125, 2.223], [-4.222, 0.533, 3.888], [-3.182, 1.846, 3.320], [-3.109, -1.035, 2.272], [-1.933, -0.335, 3.389], [-1.458, 1.166, 1.669], [5.781, 2.330, 4.725], [6.473, 2.812, 3.467], [7.445, 3.822, 3.735], [5.300, 3.165, 5.238], [5.022, 1.583, 4.487], [6.499, 1.886, 5.419], [5.753, 3.263, 2.786], [6.944, 1.972, 2.946], [8.106, 3.447, 4.326], [-1.292, 7.391, 8.911], [-1.076, 6.668, 7.595], [-0.484, 7.508, 6.608], [-1.921, 8.270, 8.762], [-1.771, 6.738, 9.641], [-0.340, 7.727, 9.328], [-2.029, 6.345, 7.176], [-0.458, 5.777, 7.746], [0.372, 7.800, 6.939]], "lowdin_charge": [0.0195, -0.5439, 0.1243, -0.0160, -0.1792, -0.1372, -0.1643, 0.0960, -0.5552, 0.1083, 0.0548, -0.1810, 0.0460, -0.5271, 0.0242, 0.1364, 0.0744, 0.0925, 0.0848, 0.1003, 0.1296, 0.1221, 0.1110, 0.1175, 0.1222, 0.1454, 0.1290, 0.1506, 0.0850, 0.1002, 0.0684, -0.0850, -0.3137, -0.0981, 0.0572, 0.0762, 0.0774, 0.1036, 0.1054, 0.0825, -0.0905, -0.3249, -0.0902, 0.0756, 0.0752, 0.0724, 0.1172, 0.0886, 0.0849, -0.0736, -0.3051, -0.0965, 0.0568, 0.0806, 0.0745, 0.0884, 0.1158, 0.0883, -0.0908, -0.3055, -0.0959, 0.0790, 0.0747, 0.0592, 0.1113, 0.1045, 0.0739, -0.0875, -0.3138, -0.0966, 0.0711, 0.0723, 0.0710, 0.0811, 0.1140, 0.0807, -0.0865, -0.3182, -0.0998, 0.0758, 0.0752, 0.0690, 0.1014, 0.1103, 0.0754, -0.0939, -0.3220, -0.0862, 0.0693, 0.0718, 0.0734, 0.1005, 0.1105, 0.0771, -0.0908, -0.3263, -0.0937, 0.0765, 0.0745, 0.0729, 0.1074, 0.1076, 0.0845], "homo_energy_ha": -0.356, "orbital_gap_ev": 10.1, "smiles": "CC(=O)OCCCNC(=O)OCOC(C)=O.CCO.CCO.CCO.CCO.CCO.CCO.CCO.CCO", "e_tot_ha": -2098.4115}